Record 1
The following is a DFT calculation (ωB97M-V/def2-TZVPD) of a structure of composition C21H23N3O4 in a non-equilibrium geometry.

Positions of all 51 atoms, in Å:
C 1.790 2.377 0.957
H 2.335 3.336 0.641
H 1.060 2.624 1.521
H 1.418 1.917 -0.080
C 2.805 1.283 1.367
C 3.900 1.157 0.662
C 5.080 1.725 1.077
C 6.242 1.779 -0.051
C 6.106 1.076 -1.209
C 5.007 0.383 -1.438
C 3.814 0.704 -0.553
N 2.586 -0.064 -1.086
C 2.030 -1.287 -0.397
O 2.291 -1.331 0.893
C 0.841 -1.723 -1.217
C -0.345 -0.707 -1.127
H 0.149 0.104 -1.595
H -1.050 -1.115 -1.879
C -0.859 -0.312 0.027
N -1.516 -1.610 0.730
C -2.833 -2.013 0.541
O -3.296 -3.033 1.062
C -3.786 -0.805 0.393
C -4.618 -0.946 -0.643
C -5.536 0.116 -1.304
C -5.660 0.983 -0.146
C -4.984 0.852 1.030
C -3.976 0.256 1.233
H -3.505 0.099 2.282
H -5.158 1.791 1.807
N -6.749 2.062 -0.440
O -6.951 2.794 0.316
O -7.359 1.900 -1.401
H -6.165 -0.218 -1.975
H -4.421 -1.868 -1.512
C -0.421 -2.451 0.896
C 0.326 -2.967 -0.599
H 1.119 -3.630 0.078
H -0.390 -3.431 -1.111
H -1.071 -3.420 1.337
H 0.312 -2.345 1.769
H -1.907 0.380 0.204
H -0.334 -0.063 0.836
H 1.189 -2.111 -2.055
H 2.423 -0.067 -2.053
H 5.034 -0.197 -2.361
H 7.083 0.870 -1.744
H 7.323 2.097 0.373
H 5.278 2.514 1.721
H 2.996 1.985 2.496
H 2.354 0.549 1.725

Results
LUMO energy (eV): -0.29
HOMO level (eV): -8.6964
ΔE to the lowest compared entry with this formula, charge and spin (eV): 22.429
Frontier orbital gap (eV): 8.40
Multiplicity: 1

=====

Record 2
The following is a DFT calculation (ωB97M-V/def2-TZVPD) of an isolated molecule of C21H23N3O6S.

Positions of all 54 atoms, in Å:
C 4.061 1.887 1.894
C 3.247 1.827 0.617
O 3.737 1.667 -0.475
N 1.909 1.979 0.855
C 0.851 2.020 -0.056
C -0.389 2.457 0.414
C -1.472 2.526 -0.437
C -1.322 2.134 -1.753
C -0.101 1.703 -2.235
C 0.994 1.654 -1.392
H 1.957 1.342 -1.758
H -0.015 1.427 -3.273
S -2.738 2.180 -2.843
O -3.738 3.045 -2.285
O -2.279 2.433 -4.177
N -3.409 0.645 -2.869
C -4.260 0.278 -1.767
C -3.474 -0.244 -0.575
O -3.070 0.423 0.343
O -3.265 -1.564 -0.655
C -2.419 -2.088 0.353
C -0.975 -1.632 0.090
O -0.670 -1.141 -0.977
N -0.107 -1.851 1.100
C 1.285 -1.684 1.017
C 2.052 -1.351 -0.084
C 3.430 -1.297 0.075
C 4.021 -1.561 1.299
C 3.244 -1.898 2.400
C 1.876 -1.965 2.248
C 0.826 -2.337 3.254
H 0.797 -1.620 4.076
H 1.018 -3.322 3.680
C -0.477 -2.312 2.436
H -0.928 -3.307 2.375
H -1.207 -1.627 2.874
H 3.700 -2.115 3.354
H 5.094 -1.510 1.398
H 4.045 -1.035 -0.771
H 1.591 -1.142 -1.033
H -2.488 -3.175 0.278
H -2.769 -1.747 1.333
H -4.790 1.187 -1.476
H -4.963 -0.491 -2.101
C -2.620 -0.385 -3.501
H -3.280 -1.188 -3.831
H -1.850 -0.795 -2.841
H -2.153 0.075 -4.368
H -2.432 2.881 -0.101
H -0.499 2.748 1.449
H 1.641 2.167 1.812
H 3.931 2.852 2.379
H 3.743 1.100 2.575
H 5.110 1.749 1.653

Results
LUMO energy (eV): 0.29
HOMO level (eV): -8.5579
ΔE to the lowest compared entry with this formula, charge and spin (eV): 1.659
SMILES: CC(=O)Nc1ccc(S(=O)(=O)N(C)CC(=O)OCC(=O)N2CCc3ccccc32)cc1
Frontier orbital gap (eV): 8.85
Multiplicity: 1

=====

Record 3
The following is a DFT calculation (ωB97M-V/def2-TZVPD) of a structure of composition C21H23N3PtS3.

Positions of all 51 atoms, in Å:
Pt -0.586 -0.566 -0.500
C -0.935 1.472 1.749
N 0.143 0.622 1.202
C 1.218 1.462 0.589
C 2.166 0.669 -0.304
N 1.491 0.290 -1.535
C 1.358 1.405 -2.477
C 2.025 -0.866 -2.214
C 3.388 -0.967 -2.467
C 3.903 -2.024 -3.198
C 3.034 -2.991 -3.688
C 1.677 -2.904 -3.426
C 1.140 -1.846 -2.685
S -0.616 -1.817 -2.438
C 0.689 -0.233 2.265
C 1.356 0.347 3.342
C 1.869 -0.432 4.362
C 1.701 -1.814 4.306
C 1.030 -2.388 3.244
C 0.507 -1.605 2.204
S -0.382 -2.377 0.919
H -0.569 2.116 2.555
H -1.720 0.828 2.140
H -1.341 2.090 0.951
H 1.809 1.939 1.374
H 0.729 2.252 0.020
H 2.472 -0.238 0.219
H 3.063 1.278 -0.490
H 2.340 1.808 -2.764
H 0.757 2.206 -2.047
H 0.851 1.046 -3.372
H 4.058 -0.199 -2.093
H 4.967 -2.087 -3.389
H 3.418 -3.824 -4.265
H 1.001 -3.673 -3.781
H 1.471 1.424 3.394
H 2.395 0.030 5.187
H 2.094 -2.443 5.096
H 0.896 -3.462 3.191
S -1.897 1.353 -1.562
C -3.372 1.241 -0.736
N -4.233 2.292 -0.830
C -5.425 2.381 -0.191
C -5.849 1.367 0.599
C -5.025 0.223 0.705
C -3.833 0.151 0.051
H -3.920 3.059 -1.411
H -5.988 3.289 -0.352
H -6.794 1.438 1.116
H -5.348 -0.611 1.316
H -3.185 -0.711 0.116

Results
LUMO energy (eV): -0.38
HOMO level (eV): -6.4254
ΔE to the lowest compared entry with this formula, charge and spin (eV): 0.235
Frontier orbital gap (eV): 6.04
Multiplicity: 1

=====

Record 4
The following is a DFT calculation (ωB97M-V/def2-TZVPD) of an isolated molecule of C21H23N5O2S in a non-equilibrium geometry.

Positions of all 52 atoms, in Å:
C -5.016 -1.346 -0.792
H -5.024 -2.300 -1.314
H -5.184 -1.524 0.266
H -5.844 -0.751 -1.168
C -3.710 -0.596 -1.024
H -3.590 -0.412 -2.095
H -3.760 0.372 -0.524
C -2.443 -1.313 -0.521
N -1.289 -0.481 -0.888
C -1.023 0.746 -0.414
O -1.744 1.392 0.313
C 0.331 1.280 -0.934
N 1.380 0.292 -0.741
C 2.434 0.335 -1.604
O 2.410 0.949 -2.648
C 3.649 -0.378 -1.115
C 4.382 0.031 -0.024
S 5.722 -1.009 0.128
N 5.241 -1.881 -1.198
N 4.191 -1.447 -1.727
H 4.186 0.849 0.637
C 1.344 -0.563 0.382
C 1.611 -1.919 0.208
C 1.569 -2.779 1.290
C 1.237 -2.300 2.547
C 0.947 -0.956 2.715
C 1.000 -0.086 1.641
H 0.784 0.960 1.778
H 0.680 -0.579 3.691
H 1.197 -2.974 3.389
H 1.784 -3.827 1.147
H 1.852 -2.298 -0.775
C 0.697 2.609 -0.313
N 1.831 2.661 0.371
C 2.186 3.812 0.915
C 1.429 4.967 0.817
C 0.240 4.908 0.107
C -0.134 3.711 -0.478
H -1.050 3.623 -1.039
H -0.385 5.784 0.007
H 1.760 5.882 1.282
H 3.123 3.798 1.459
H 0.237 1.434 -2.019
H -0.615 -0.907 -1.504
C -2.456 -1.496 0.998
H -2.599 -0.536 1.486
H -1.509 -1.917 1.329
H -3.257 -2.168 1.292
C -2.239 -2.661 -1.210
H -2.254 -2.547 -2.292
H -1.285 -3.091 -0.911
H -3.024 -3.353 -0.923

Results
LUMO energy (eV): 0.42
HOMO level (eV): -8.9222
ΔE to the lowest compared entry with this formula, charge and spin (eV): 0.461
SMILES: CCC(C)(C)NC(=O)[C@@H](c1ccccn1)N(C(=O)c1csnn1)c1ccccc1
Frontier orbital gap (eV): 9.34
Multiplicity: 1

=====

Record 5
The following is a DFT calculation (ωB97M-V/def2-TZVPD) of a structure of composition C21H23N6O6PRhS in a non-equilibrium geometry.

Positions of all 59 atoms, in Å:
Rh 0.583 -0.186 -1.200
O 2.695 -0.546 -1.609
N 3.168 -1.778 -1.473
C 4.470 -1.963 -1.755
C 5.060 -3.193 -1.646
C 4.281 -4.268 -1.229
C 2.964 -4.062 -0.937
C 2.375 -2.786 -1.055
S 0.723 -2.495 -0.691
H 4.978 -1.064 -2.066
H 6.110 -3.303 -1.883
H 4.712 -5.258 -1.134
H 2.326 -4.872 -0.602
N -0.228 2.007 -4.800
C 0.967 2.683 -4.672
C 1.544 2.179 -3.549
N 0.727 1.214 -3.010
C -0.321 1.139 -3.773
C -1.379 0.180 -3.456
N -1.210 -0.679 -2.494
C -2.378 -1.388 -2.399
C -3.257 -0.957 -3.341
N -2.601 0.047 -4.014
H -0.887 2.126 -5.547
H 1.280 3.440 -5.376
H 2.485 2.437 -3.086
H -2.510 -2.161 -1.656
H -4.263 -1.257 -3.588
H -3.008 0.637 -4.716
C 2.872 3.115 1.755
P 1.561 1.950 1.335
C 0.127 2.568 2.218
C 2.026 0.404 2.099
O 1.403 1.838 -0.149
H 2.996 3.199 2.839
H 2.611 4.093 1.344
H 3.807 2.778 1.304
H 0.447 3.073 3.132
H -0.557 1.756 2.466
H -0.385 3.277 1.565
H 1.984 0.469 3.191
H 3.041 0.163 1.780
H 1.338 -0.365 1.740
O -2.614 0.809 -0.284
C -1.965 0.230 0.592
O -0.728 -0.100 0.578
C -2.674 -0.067 1.913
C -3.817 0.645 2.243
C -4.451 0.441 3.461
C -3.929 -0.494 4.328
C -2.811 -1.240 4.015
C -2.180 -1.017 2.799
N -4.585 -0.695 5.653
O -5.565 -0.038 5.904
O -4.071 -1.464 6.426
H -4.201 1.361 1.527
H -5.338 0.991 3.744
H -2.449 -1.975 4.720
H -1.297 -1.578 2.521

Results
LUMO energy (alpha / beta) (eV): 0.19 / 0.19
HOMO level (alpha / beta) (eV): -7.0685 / -6.8447
ΔE to the lowest compared entry with this formula, charge and spin (eV): 1.123
Frontier orbital gap (alpha / beta) (eV): 7.26 / 7.03
Multiplicity: 2